(1)
Entry from the OMol25 dataset: the molecule C5H9ClN2 (ωB97M-V/def2-TZVPD).

The geometry in XYZ format:
```
17
Properties=species:S:1:pos:R:3
Cl 2.2534 1.5131 -0.3081
N 2.5873 -1.1180 -0.0390
N 3.6206 -1.1255 0.6334
C 0.3420 -0.4026 -0.4356
C 1.6453 -0.1720 -0.1720
C -0.7877 0.5718 -0.3012
C -2.0899 0.0133 -0.9779
C -1.1044 0.7340 1.1880
H -2.8143 0.8583 -0.8229
H -2.1014 1.0207 1.3040
H 4.2162 -1.9684 0.5433
H -0.5568 1.4534 -0.8093
H -0.8445 -0.3309 1.5930
H -2.3816 -0.9829 -0.6416
H -0.3682 1.3533 1.7008
H -1.7800 0.0237 -2.0014
H 0.1640 -1.4415 -0.4536
```

Values from the calculation:
SMILES ... [H]/N=N/C(Cl)=C/C(C)C
Relative energy (zero: lowest compared OMol25 entry of this formula, charge and spin) ... 73.3 kcal/mol
Multiplicity ... 1
Electronic energy ... -20830.67538 eV

(2)
Entry from the OMol25 dataset: the ion C5H11NO with charge -1 (ωB97M-V/def2-TZVPD).

The geometry in XYZ format:
```
18
Properties=species:S:1:pos:R:3
O 2.4713 0.8488 -1.5974
N -1.5542 -2.0341 0.3070
C 0.3802 0.9618 0.5685
C 0.4805 -0.5987 0.7518
C -0.7384 -1.3445 1.3074
C 0.0955 1.2758 -0.8820
C 1.2710 1.2436 -1.8745
H 1.2090 -0.7064 1.5578
H -0.0804 2.3773 -0.8822
H 0.7032 -0.9083 -0.2683
H 0.9182 1.5226 -2.8850
H -0.8532 0.9087 -1.3012
H -0.6047 -1.9770 2.1628
H -2.1589 -1.4035 -0.2147
H -1.4090 -0.5521 1.6712
H 1.3278 1.3828 0.8914
H -0.4446 1.3218 1.1967
H -1.0134 -2.3184 -0.5092
```

Values from the calculation:
Relative energy (zero: lowest compared OMol25 entry of this formula, charge and spin) ... 36.7 kcal/mol
Multiplicity ... 2
Electronic energy ... -8898.57220 eV
Total charge ... -1

(3)
Entry from the OMol25 dataset: a structure of composition C15H35Cl30P2S3 (ωB97M-V/def2-TZVPD).

The geometry in XYZ format:
```
85
Properties=species:S:1:pos:R:3
Cl 2.9902 8.6781 -2.1419
Cl -0.2154 7.0819 -1.5718
Cl 3.9939 3.3067 0.9812
Cl 7.3736 -2.3113 1.7489
Cl 1.1618 0.2677 -4.2349
Cl -4.8620 0.5372 0.1375
Cl 6.3806 -7.0831 3.0330
Cl -7.0764 1.5925 -4.4960
Cl 5.0047 -0.6766 2.3169
Cl -0.1369 -4.0032 -0.8249
Cl 4.2961 -4.1086 4.3347
Cl -10.6284 -2.3385 -4.1405
Cl 3.8401 0.0958 -1.7112
Cl -3.2664 -0.9445 6.2142
Cl 3.9704 2.6754 -3.0178
Cl 3.8821 -8.3075 2.1112
Cl -0.8156 -4.0177 4.6734
Cl -0.9473 0.7834 5.7599
Cl -9.1873 1.2683 -2.4916
Cl 2.2183 -5.7213 -1.1177
Cl -7.2809 -1.1177 0.2636
Cl -10.0170 -1.6949 -1.3457
Cl 4.0731 6.1861 0.3237
Cl 2.9718 -4.5145 1.7320
Cl 0.7460 4.4437 -2.3951
Cl -1.7051 0.8536 -4.2636
Cl 2.6584 0.9137 2.9957
Cl 2.7330 8.5053 -5.0512
Cl 0.3143 2.0521 1.7714
Cl 1.4403 -2.2088 4.1651
S 2.8817 -1.9095 -0.1270
S -0.0990 -0.6765 -1.1327
S -2.1281 -1.1566 1.6259
P 1.6508 -0.5084 0.2334
P -2.0602 -0.4676 -0.1411
C 5.2554 -8.4280 3.2232
C 5.6637 -2.0509 1.4077
C 1.4987 2.2383 3.0820
C -8.7714 1.1677 -4.2051
C -11.0674 -2.5960 -2.4425
C -0.3110 -2.3531 4.3579
C 1.2004 6.1116 -1.9726
C 4.7003 1.0660 -2.9336
C 2.8793 9.5840 -3.6580
C -0.0762 1.4909 -4.5558
C 0.5494 -5.4635 -1.5942
C -6.6244 0.4512 -0.1703
C 4.8085 4.5943 0.0769
C -2.7167 0.6975 5.8827
C 3.0498 -4.9891 3.4346
H -3.0322 1.3459 6.6903
H 1.8563 6.0722 -1.1143
H 0.9692 2.2260 4.0269
H 2.0011 10.2158 -3.6148
H -7.0988 1.2176 0.4297
H 0.0007 1.7994 -5.5905
H 0.0892 2.3288 -3.8917
H 5.1107 -2.9379 1.6915
H -10.9748 -3.6518 -2.2216
H 4.6200 0.5784 -3.8974
H -0.6104 -1.7241 5.1845
H 1.6983 6.5479 -2.8250
H 5.7786 -9.3540 3.0211
H -0.0472 -6.3099 -1.2784
H 3.7771 10.1786 -3.7689
H 5.8393 4.6421 0.4048
H -2.8722 -1.1701 -1.0295
H 3.2734 -6.0471 3.4793
H -3.1377 1.0203 4.9386
H -0.0062 -1.8106 -1.8466
H -0.7811 -2.0196 3.4399
H 4.8766 -8.4180 4.2380
H -8.9332 0.1475 -4.5320
H 5.7365 1.1589 -2.6325
H -12.0878 -2.2634 -2.2988
H 2.0907 -4.7778 3.8891
H -2.2578 0.9090 -0.2201
H 2.0290 3.1734 2.9469
H 0.5010 -5.3314 -2.6676
H 5.5475 -1.8396 0.3512
H 4.7488 4.3486 -0.9761
H -6.7922 0.6286 -1.2246
H 2.0956 0.7802 -0.0473
H -9.4015 1.8558 -4.7541
H 1.2004 -0.5154 1.5503
```

Values from the calculation:
Multiplicity ... 1
Electronic energy ... -442871.30219 eV
Total charge ... +1

(4)
Entry from the OMol25 dataset: a structure of composition C4H8NO2S (ωB97M-V/def2-TZVPD).

The geometry in XYZ format:
```
16
Properties=species:S:1:pos:R:3
S 3.3206 1.5488 2.1495
O -3.4727 -0.5178 -0.9547
O -1.9187 -0.8321 0.6844
N -1.3891 0.4969 -1.2243
C -0.0331 0.1198 -0.8872
C -2.3865 -0.3512 -0.4897
C 0.4962 0.2251 0.5698
C 1.7744 -0.4396 0.7478
H 0.7404 0.6209 -1.4890
H 2.6607 -0.1582 1.3547
H 0.0640 1.0431 1.1209
H 1.6808 -1.5175 0.6260
H -1.7037 -1.4255 -0.2667
H -1.5529 1.4852 -1.0599
H -0.0009 -0.9539 -1.2175
H 1.7207 0.6561 0.3358
```

Values from the calculation:
Relative energy (zero: lowest compared OMol25 entry of this formula, charge and spin) ... 200.7 kcal/mol
Multiplicity ... 2
Electronic energy ... -20687.90870 eV

(5)
Entry from the OMol25 dataset: a structure of composition C11H14O2S (ωB97M-V/def2-TZVPD).

The geometry in XYZ format:
```
28
Properties=species:S:1:pos:R:3
S 0.1299 -1.1066 -1.3378
O -0.3210 1.7475 -0.8470
O 0.9560 1.4037 1.0906
C -2.4946 -1.2164 -0.3913
C 2.8877 -0.9326 0.3326
C 1.5899 -1.4050 0.8917
C 0.8206 -2.1388 -0.1003
C 0.7658 1.9383 -0.0259
C 1.7597 2.7759 -0.7196
C -2.4978 1.3824 0.1691
C -1.3643 -0.4341 -0.5592
C -3.5555 0.5964 0.5502
C -3.6143 -0.7197 0.2472
C -1.4070 1.0005 -0.4850
H 1.4178 3.8739 -0.8007
H -4.4259 0.9812 1.0802
H -2.6990 2.5094 0.3260
H 3.6720 -2.0012 0.5738
H -4.5050 -1.5328 0.1009
H 1.7070 2.3486 -1.9970
H -2.2423 -2.2948 -0.5539
H 0.0423 -2.9025 0.2508
H 0.8111 -0.6952 1.3515
H 3.0066 2.5714 -0.2516
H 1.3305 -2.8078 -0.9340
H 1.8738 -2.1807 1.6994
H 3.2542 -0.1572 1.1248
H 3.1020 -0.6037 -0.7858
```

Values from the calculation:
Relative energy (zero: lowest compared OMol25 entry of this formula, charge and spin) ... 120.5 kcal/mol
Multiplicity ... 1
Electronic energy ... -26559.51123 eV

(6)
Entry from the OMol25 dataset: a structure of composition C33H60FN8O6S2 (ωB97M-V/def2-TZVPD).

The geometry in XYZ format:
```
110
Properties=species:S:1:pos:R:3
S -1.9835 -2.5560 1.8431
S -2.2877 -0.2514 0.2815
F -0.8061 -1.5885 2.5323
O -3.6037 1.8942 -0.8541
O -0.8940 -0.4949 -0.2091
O -4.5927 4.6909 -1.4007
O -1.3211 -3.7149 1.1997
O -2.8339 -3.0080 2.9722
O -2.2205 0.6939 1.4236
N 3.4172 -8.4428 -1.7174
N -2.9386 -1.7546 0.7227
N -2.5376 3.4692 -0.8572
N 2.3178 4.2626 3.3925
N 4.4083 0.6946 6.4899
N -5.1276 7.7295 -4.3289
N 2.0814 -4.2720 -4.3836
N -0.8674 -10.6954 -7.9545
C 2.2112 1.8955 4.5786
C -1.7798 4.3008 -0.5661
C 3.6591 -8.1452 -0.6267
C -0.2224 -7.7268 -5.7840
C -5.1691 5.8664 -2.0399
C -0.7265 4.5083 2.2094
C -0.4817 -10.4995 -6.8827
C -4.6739 7.2266 -1.3957
C 5.2867 1.0139 8.9684
C 1.8645 -5.0580 -3.5635
C 3.9668 -7.7618 0.7830
C 1.3936 -4.2586 -0.7183
C 2.7356 0.6912 2.3977
C 3.1274 0.9050 3.8577
C 1.5862 -6.0724 -2.4971
C -0.5892 -8.9505 -4.9511
C 0.0155 -10.2466 -5.4971
C -2.0177 9.0854 -5.1081
C 3.1191 -8.5942 1.7484
C -2.1598 9.9310 -3.8470
C -3.2319 0.5081 -1.1367
C 1.6207 -8.3906 1.5484
C 5.1443 3.5495 8.7752
C 0.0718 4.8707 0.9636
C 4.7251 2.3100 9.5588
C -4.6720 2.1571 -1.8091
C -4.3468 8.2508 -5.0031
C 0.7230 -5.4464 -1.3972
C -3.3362 8.9264 -5.8698
C 4.7924 0.8341 7.5713
C -4.7628 3.6380 -2.3935
C -0.8135 5.3705 -0.1803
C 2.2738 3.2292 3.9103
H -5.3559 8.0630 -1.7611
H -1.6282 8.1008 -4.8331
H -1.4233 3.6883 2.0163
H 4.1612 1.2585 3.9000
H 3.3965 -0.0429 1.9314
H -0.2638 -11.0890 -4.8605
H 0.8001 5.6458 1.2196
H 1.7086 0.3241 2.3156
H 5.0690 2.4090 10.5921
H 1.0682 -6.9254 -2.9415
H -4.6812 7.2075 -0.2652
H -0.2003 5.6293 -1.0470
H -1.1921 10.0414 -3.3530
H 3.7635 -6.6959 0.9155
H 3.3810 -8.3248 2.7751
H -4.4802 1.4784 -2.7134
H 5.0290 -7.9302 0.9731
H 1.1062 -10.1827 -5.5154
H -3.1810 8.3262 -6.7690
H 1.3001 -8.7101 0.5538
H -5.6945 1.8634 -1.4033
H -0.6088 -7.8022 -6.8032
H -3.6399 7.4841 -1.7925
H -1.3673 6.2640 0.1216
H 2.3515 -4.5503 -0.2732
H 0.7543 -3.8672 0.0759
H 0.6383 3.9937 0.6369
H 2.5293 -6.4267 -2.0864
H -0.2413 -8.7999 -3.9254
H -4.8393 5.8770 -3.1308
H 0.8626 -7.5985 -5.8352
H 2.5215 2.0048 5.6193
H 6.3792 1.0375 8.9603
H 1.0572 -8.9795 2.2752
H 6.2337 3.6391 8.7367
H -0.6500 -6.8245 -5.3416
H 2.8174 1.6148 1.8189
H -1.6790 -9.0386 -4.9111
H 3.0952 -0.0536 4.3785
H -2.8403 9.4698 -3.1273
H 3.6326 2.2608 9.5870
H 4.9709 0.1588 9.5700
H -3.7229 9.9015 -6.1758
H -1.2794 9.5503 -5.7672
H 1.3468 -7.3397 1.6772
H 1.5755 -3.4420 -1.4208
H -4.0258 3.8371 -3.2373
H 3.3529 -9.6562 1.6250
H -2.5360 10.9302 -4.0851
H 1.1777 1.5391 4.5680
H -4.1281 -0.1473 -1.3839
H -1.2981 5.3682 2.5736
H 4.7649 3.5260 7.7510
H -0.0577 4.1835 3.0056
H 4.7460 4.4499 9.2476
H -6.3037 5.8480 -2.0517
H -5.8250 3.7888 -2.7993
H -0.2333 -5.1202 -1.8164
H 0.5010 -6.2076 -0.6435
H -2.5372 0.5704 -2.0428
```

Values from the calculation:
Multiplicity ... 1
Electronic energy ... -83782.19954 eV
Total charge ... -1

(7)
Entry from the OMol25 dataset: a cluster of 2 separate species, C2H5BrS in total (ωB97M-V/def2-TZVPD).

The geometry in XYZ format:
```
9
Properties=species:S:1:pos:R:3
Br -3.4145 -1.5275 1.8845
S -1.6983 0.1210 -0.2586
C 0.0655 -0.3996 -0.2952
C 1.0555 0.6882 -0.1415
H 0.1213 -0.7732 -1.3784
H -0.0047 -1.0409 0.6088
H 0.8101 1.3501 -0.8638
H 1.0367 1.2556 0.7021
H 2.0286 0.3264 -0.2578
```

Values from the calculation:
Relative energy (zero: lowest compared OMol25 entry of this formula, charge and spin) ... 68.2 kcal/mol
Multiplicity ... 1
Electronic energy ... -83029.45226 eV

(8)
Entry from the OMol25 dataset: a structure of composition C35H80BFO4Ta (ωB97M-V/def2-TZVPD).

The geometry in XYZ format:
```
122
Properties=species:S:1:pos:R:3
Ta -2.8079 0.5965 1.9808
F -4.1870 1.8578 -0.5864
O -4.2903 0.5334 5.2422
O -4.2818 2.9496 4.9077
O -1.2607 -0.4837 1.0161
O -4.4827 1.5604 2.9314
C -0.5912 -1.4280 1.8643
C -2.9241 1.9679 0.1179
C -3.3335 6.6670 -4.7088
C 8.8887 -1.2932 -3.7761
C -4.3804 -0.8398 1.0016
C -7.8220 1.7145 3.6452
C 7.3164 -4.0876 -0.9233
C 7.2636 -3.5387 0.4977
C -4.8741 5.1403 -3.3645
C 12.0915 -3.1202 -6.8660
C -4.8012 -1.8894 2.1160
C 1.1444 -1.4636 3.8328
C 0.7791 -0.8682 2.4305
C -2.6614 3.5025 0.3782
C 4.9247 -1.4693 0.3370
C 11.9755 -2.0386 -5.7982
C 4.7430 -2.9802 0.4801
C -4.2308 3.0112 -4.6789
C 10.3380 -3.3316 -4.2770
C -5.6432 2.4472 -4.7751
C -7.7237 2.1615 2.1477
C 1.7000 -0.3400 4.8126
C 5.0320 -0.7452 1.6731
C 11.6714 -2.5916 -4.4055
C -4.0097 3.8803 -3.4412
C 9.1022 -2.5168 -4.6588
C -6.4012 -3.6618 2.9733
C -6.2540 -2.4432 1.9530
C -7.3351 -0.8649 3.7427
C -7.5607 2.7713 4.7710
C -4.7382 6.0964 -4.5506
C 5.8990 -3.7133 1.1646
C -1.3423 1.9873 3.1114
C -7.3091 -1.3154 2.2431
C -8.1708 0.4164 4.0353
B -4.3380 1.6285 4.3358
H 11.1521 -3.6609 -6.9960
H 5.9101 -1.0661 2.2380
H -5.0401 5.6012 -5.4781
H -6.4331 -4.6454 2.4588
H 8.3228 -3.9739 -1.3342
H 11.2161 -1.3098 -6.0946
H 7.9739 -0.7736 -4.0679
H -5.7348 1.8036 -5.6534
H 1.9795 -2.2031 3.7527
H 1.3295 -0.5256 5.8469
H 10.2318 -3.6720 -3.2414
H -8.7123 1.9423 1.6961
H 7.5565 -2.4850 0.4955
H 4.1438 -0.9236 2.2841
H -5.2502 -0.2184 0.6639
H -3.0246 7.1989 -3.8060
H -6.3367 -0.7175 4.1975
H -5.5138 -3.6411 3.6465
H -4.6178 5.6777 -2.4454
H 6.6289 -3.5575 -1.5855
H -6.4015 -2.8957 0.9430
H -7.3003 -3.5785 3.6208
H -1.7643 3.7243 0.9865
H -3.5772 4.0106 0.7624
H -1.8672 2.9743 3.2191
H 9.1559 -2.2095 -5.7075
H 12.9235 -1.4937 -5.7530
H 11.7024 -1.7677 -3.6864
H 3.8275 -3.1745 1.0487
H -4.7683 -1.3534 3.0902
H -6.9541 2.3546 5.5939
H -7.8213 -1.6904 4.3183
H 1.3655 0.6719 4.4987
H -5.9255 4.8556 -3.2624
H -7.5870 3.2650 2.0981
H -2.7406 -0.5311 3.4719
H -7.0945 -0.4418 1.5847
H -7.1309 3.7117 4.3622
H -2.1301 1.6296 -0.6024
H -5.1043 0.4687 5.7470
H 5.1196 0.3311 1.5121
H -2.4766 3.9749 -0.6262
H -1.1559 1.6491 4.1618
H -6.8863 1.6522 1.6143
H -2.6016 5.8839 -4.9149
H 0.3083 -1.9885 4.3396
H -3.5825 2.8834 5.5670
H -4.1969 3.2809 -2.5470
H -0.4110 2.0859 2.5121
H 0.7989 0.2393 2.4168
H 7.0635 -5.1503 -0.9411
H -5.4353 6.9282 -4.4050
H 5.8042 -1.2457 -0.2753
H 8.2239 -3.1638 -4.5743
H 12.4751 -3.2758 -4.1132
H -6.3891 3.2394 -4.8692
H -1.2231 -1.8722 2.6595
H 5.9731 -3.3865 2.2060
H -3.9953 3.5728 -5.5894
H 9.7129 -0.5826 -3.8637
H -5.8838 1.8496 -3.8933
H -8.5594 3.0414 5.2055
H -3.9602 -1.3363 0.0969
H 4.5750 -3.4098 -0.5125
H 4.0638 -1.0694 -0.2068
H -3.3027 7.3732 -5.5423
H 5.6569 -4.7809 1.2012
H -2.9519 4.1595 -3.3960
H -3.5250 2.1760 -4.6433
H -4.0108 -2.6710 2.1369
H -0.2906 -2.2859 1.2013
H -9.1038 0.3165 4.6353
H 2.8149 -0.3767 4.8627
H 12.8715 -3.8406 -6.6088
H 8.7920 -1.5824 -2.7268
H 12.3499 -2.6751 -7.8294
H 10.3637 -4.2390 -4.8885
H -8.3250 -1.6874 1.9677
H 1.5847 -1.1993 1.7264
H 8.0114 -4.0644 1.0999
```

Values from the calculation:
Multiplicity ... 1
Electronic energy ... -50728.18475 eV
Total charge ... -1

(9)
Entry from the OMol25 dataset: a cluster of 7 separate species, C14H35BIN7O17P in total (ωB97M-V/def2-TZVPD).

The geometry in XYZ format:
```
76
Properties=species:S:1:pos:R:3
I 1.3235 -3.8328 -2.9824
P 1.8912 -1.5515 -2.3017
O -5.3020 -1.4111 3.7921
O -5.0791 4.2697 -1.8193
O 4.1582 2.1976 -1.6848
O 1.1612 5.9033 -3.9202
O -3.0546 4.6211 -2.4557
O 3.7487 2.0742 0.4162
O 1.2059 -5.5360 3.6062
O -1.1445 0.8890 2.5204
O 1.4427 -1.6444 4.3561
O 2.3959 -5.5221 5.4010
O 3.1081 6.0585 -3.0268
O -0.9829 0.5713 0.3074
O -3.3232 0.0612 -3.5663
O -0.4663 -2.3489 3.1926
O -2.1598 -1.7239 -3.2737
O -5.8294 -0.5773 1.8818
O 3.4027 -1.2455 -2.8054
N 2.3573 6.0446 -3.9841
N -2.9953 -1.0672 -3.8642
N -4.0063 3.8995 -2.2390
N 1.3610 -5.3806 4.8106
N 2.4037 -3.1104 0.1099
N -5.1538 -0.6217 2.8886
N 3.7796 2.6771 -0.6414
C 1.7188 -1.6918 1.8652
C -3.6594 -1.6741 -5.0476
C 2.9512 6.2142 -5.3387
C -0.3298 -1.8000 0.2036
C -4.0416 0.3587 3.0271
C -0.6157 1.1133 1.4813
C 3.3195 4.0924 -0.6403
C 2.1409 -1.7439 -0.4637
C 0.5458 2.0253 1.3429
C -1.4497 -0.7646 0.3682
C 1.0497 -1.2696 0.5088
C 0.1713 -4.9753 5.6094
C -3.8156 2.4447 -2.5057
C 2.7244 -2.8277 1.5338
B 0.8310 -1.8960 3.1641
H 1.5159 -3.6147 0.1523
H 3.6860 -2.3612 1.5805
H -2.1303 -0.8822 -0.4454
H 2.5025 7.0975 -5.7801
H 2.7044 5.3278 -5.9129
H 3.4061 4.4891 -1.6412
H 4.0215 6.3286 -5.2308
H 3.0318 -1.1891 -0.2065
H 0.4019 -4.0210 6.0713
H 1.0866 -0.8822 4.8187
H 0.2598 3.0582 1.3586
H 0.9781 1.8442 0.3762
H 2.7465 -3.6905 2.1681
H -3.5666 2.3425 -3.5511
H 2.2867 4.0969 -0.3072
H 3.0581 -3.7236 -0.3641
H 3.9515 4.6382 0.0528
H -2.0095 -0.9752 1.2580
H -0.0030 -5.7401 6.3586
H -4.0288 0.9886 2.1535
H -3.2613 -2.6700 -5.1881
H 4.0760 -1.5900 -2.2119
H -0.3427 -2.1363 -0.8207
H -0.5899 -2.6397 0.8147
H -0.4287 -3.2686 2.9158
H -4.7245 -1.6989 -4.8423
H -3.4449 -1.0383 -5.9002
H 2.3336 -0.8426 2.1014
H -4.7337 1.9239 -2.2648
H -4.2234 0.9414 3.9235
H -3.1247 -0.2068 3.1156
H -0.6754 -4.8877 4.9420
H -2.9965 2.1169 -1.8787
H 1.2870 1.7787 2.0765
H 1.1666 -0.2132 0.4815
```

Values from the calculation:
Relative energy (zero: lowest compared OMol25 entry of this formula, charge and spin) ... 0.0 kcal/mol
Multiplicity ... 1
Electronic energy ... -78369.49065 eV
Total charge ... +1